{"formula": "H2N2O3S", "method": "ωB97M-V/def2-TZVPD", "max_force_ev_per_a": 6.28, "smiles": "[H]/N=N/S(=O)(=O)O", "e_above_lowest_kj_mol": 49.43, "gap_ha": 0.364, "symbols": ["N", "N", "O", "O", "O", "S", "H", "H"], "xyz": [[1.42334, -0.42043, -0.24108], [0.31792, -0.97093, -0.57856], [-1.06563, -0.40080, 1.31981], [-2.05455, 0.07351, -0.88783], [-0.20464, 1.43811, -0.00001], [-0.92253, 0.04541, -0.06030], [2.15465, -1.08176, -0.22754], [0.35144, 1.31689, 0.67552]], "forces_ev_per_angstrom": [[-3.9, -0.2, -0.3], [3.8, 0.4, 0.5], [0.2, 0.3, -1.7], [0.1, 0.1, -1.2], [-4.2, 0.9, -4.6], [-1.2, 0.0, 3.6], [1.1, -1.5, -0.8], [4.0, 0.0, 4.4]], "lowdin_charge": [0.08, -0.08, -0.28, -0.22, -0.10, 0.54, 0.06, -0.01]}